No. 1
C26H19F9N10OPRu | ωB97M-V/def2-TZVPD

```
67
Properties=species:S:1:pos:R:3:forces:R:3
C 0.32341 -2.25642 1.37502 0.036 0.028 0.050
H 1.85968 2.80662 4.09339 0.003 -0.002 -0.003
H 0.92742 0.80329 3.01709 0.031 0.027 -0.012
N 0.02735 0.85610 -6.24998 -0.048 0.001 -0.051
H 1.39218 4.99147 0.44340 -0.003 -0.004 0.001
H 3.89690 -1.84312 -2.87996 -0.001 -0.003 -0.003
N -1.37446 1.62121 -2.31868 0.187 -0.196 0.093
H -0.56895 -2.03504 -1.07560 -0.102 -0.080 0.006
C -4.04254 -0.68536 0.73188 0.011 0.010 0.021
C 0.89442 -1.04675 0.98569 -0.061 -0.099 0.013
F 3.37241 5.65040 2.30046 0.017 0.005 -0.015
H -1.46747 -1.76549 -2.56852 0.042 0.083 -0.126
C 1.90816 -1.79288 -2.57924 0.017 -0.005 0.078
F 2.81264 -5.14099 3.02104 -0.006 -0.007 0.004
C -3.21525 -0.18748 2.93988 0.000 0.005 0.004
F -5.55721 -2.20635 3.19229 0.000 -0.018 0.009
N -2.72808 3.19277 -1.78210 -0.015 -0.066 0.057
C 0.57882 1.76953 1.12459 -0.008 0.000 0.073
F -6.56907 -0.90135 1.79761 -0.003 0.004 -0.004
C -0.40087 1.06691 -5.02090 -0.026 0.077 -0.037
N 1.01015 -0.04774 -6.10892 0.038 -0.021 0.100
H 0.40320 3.01019 -0.62241 -0.043 -0.011 -0.057
C -1.97205 0.10550 2.40864 0.022 0.010 0.078
Ru 0.08378 0.29821 -2.07128 0.025 0.019 0.161
C 0.59280 -2.46184 -2.83255 0.011 -0.047 0.059
H -4.85436 -0.97786 0.08081 -0.001 0.002 -0.001
C -0.48841 -1.67042 -2.09732 -0.105 0.056 0.186
C 1.67684 4.01733 2.33379 -0.009 -0.004 -0.005
C 0.73090 2.95289 0.40546 -0.037 0.013 0.030
N -2.01367 2.26279 -1.28817 -0.002 0.103 0.027
C 1.53941 2.84620 3.06189 -0.011 -0.009 -0.006
F 4.57902 -3.99495 2.51994 0.008 0.003 0.002
H 0.63023 -3.49668 -2.47780 0.031 -0.011 -0.063
H 4.16313 -1.88514 1.34455 0.000 0.000 0.004
P -0.12221 0.30517 0.29424 0.210 0.134 -0.383
H 0.44770 -2.47503 -3.91114 -0.049 0.020 -0.036
C 0.99663 1.72571 2.45326 0.061 -0.013 0.006
H 2.74369 0.00480 0.66480 -0.003 -0.003 0.003
C -1.75260 0.00480 1.03811 -0.090 -0.023 -0.121
H 0.67663 -4.26195 2.05330 -0.001 0.003 0.000
H -0.75348 -2.36662 1.40391 0.001 -0.005 -0.006
N 0.27451 0.33767 -4.13569 -0.090 0.151 0.224
C 1.12528 -3.32713 1.74460 -0.014 0.006 0.007
N -2.62232 3.23631 -3.13076 -0.027 0.019 -0.060
N 3.04595 -2.38011 -2.92481 0.005 -0.002 0.025
F 3.57401 -5.15627 0.99881 0.002 0.000 -0.005
N 1.17202 -0.35844 -4.87032 0.079 -0.036 -0.166
H -3.38824 -0.09821 4.00395 -0.002 -0.003 0.000
C 2.28341 -0.92532 0.97452 0.012 0.003 -0.005
C -1.78833 2.26700 -3.43209 -0.031 -0.111 0.018
F -5.90700 -0.13900 3.71235 0.000 0.002 -0.001
H -1.17745 0.42200 3.07293 -0.075 -0.027 -0.039
C 2.50384 -3.18983 1.72836 -0.006 0.004 0.000
H -2.64214 -0.42586 -0.86451 0.005 -0.003 -0.011
C -4.24507 -0.58794 2.09860 -0.002 0.008 -0.016
C 2.26909 5.25140 2.95879 -0.009 0.019 0.006
C 3.36956 -4.36864 2.07542 -0.002 0.002 -0.006
C -2.79594 -0.38350 0.20477 0.005 0.011 0.042
O 1.91781 -0.68779 -1.98892 -0.001 0.018 -0.129
C -5.57639 -0.95266 2.69652 -0.001 0.005 0.002
C 3.08655 -1.98827 1.34818 0.005 0.013 -0.005
N -1.41029 1.94715 -4.70030 0.014 -0.019 -0.037
F 2.61820 5.05877 4.23943 -0.008 -0.005 0.005
H 3.03161 -3.20514 -3.49826 0.003 -0.011 0.015
H -1.78921 2.50673 -5.44662 0.016 0.004 -0.006
C 1.27874 4.07394 1.00598 -0.012 -0.004 0.005
F 1.40500 6.28070 2.92865 0.007 -0.019 0.000
```
Positions in Å, forces in eV/Å.

The energy relative to the best compared isomer or geometry (same formula, charge and spin) comes out at 0.0 kJ/mol. As for the HOMO-LUMO gap (alpha / beta): 7.92 / 6.99 eV. The maximum force comes out at 0.46 eV/A. For the LUMO energy (alpha / beta), the calculation gives -0.0227 / -0.0576 Eh. Its spin multiplicity is 2. For the calculated total energy, the calculation gives -80548.8375 eV. Its HOMO energy (alpha / beta) is -8.543 / -8.562 eV.


No. 2
C26H19MnNO6P | ωB97M-V/def2-TZVPD

```
54
Properties=species:S:1:pos:R:3:forces:R:3
H 2.55969 1.40959 -0.22417 0.113 -0.061 -0.091
H -0.05642 -0.83960 -2.76343 -0.060 -0.018 -0.047
H 3.17726 -3.15609 2.13333 0.095 -0.102 0.018
H 1.85449 -1.43957 -4.19149 -0.011 -0.038 -0.092
H 4.85227 -0.01577 2.29975 -0.200 0.031 -0.015
H -4.81420 -0.85653 -0.23153 -0.118 0.027 -0.017
O 0.73248 4.90039 1.05988 -0.042 -0.266 0.259
C -1.67748 4.57228 -2.27090 0.036 0.046 0.070
C -3.77333 -1.12292 -0.32632 -0.091 -0.046 0.053
H -2.58100 3.23110 -3.68000 -0.003 -0.006 -0.070
H -0.04422 -2.09212 -0.54185 0.033 -0.091 -0.103
Mn 0.40889 1.07923 1.99209 -0.105 -1.542 0.456
C -0.94350 4.68371 -1.10392 -0.027 -0.105 -0.086
C -2.80357 -0.14146 -0.24369 0.233 -0.048 -0.066
C 2.17521 -2.79251 2.29429 -0.081 0.009 0.072
C -1.09361 -1.82844 -0.50468 -0.059 0.249 0.037
O 4.25857 -0.78390 2.36228 -0.312 -0.409 0.052
N 0.71903 -0.88276 2.56082 0.208 -1.231 -0.666
C 2.00990 -0.81940 -3.32174 0.011 -0.079 -0.091
H -4.17229 -3.20306 -0.63058 -0.093 -0.091 0.024
C 3.49312 0.43069 -1.90059 0.067 -0.040 -0.028
C 1.08860 -3.65413 2.39859 -0.214 0.444 0.157
C -0.33354 -1.74579 2.73048 1.878 0.548 -0.165
C 2.42435 0.77150 -1.09309 -0.214 0.006 0.149
P -0.16450 0.75599 -0.21419 0.315 0.155 0.212
H 1.22138 -4.72086 2.32931 0.029 -0.111 -0.071
H -3.07394 0.89126 -0.07450 -0.085 0.052 -0.063
C -3.41069 -2.44624 -0.52860 0.019 -0.027 -0.004
C 3.28688 -0.38421 -3.00333 0.001 0.049 0.021
H -1.78980 -3.83357 -0.73275 0.013 -0.138 -0.040
C -1.57975 -1.01552 2.98432 -0.742 1.816 -0.305
C 1.96887 -1.42739 2.38638 -1.977 -0.306 0.372
H -1.76375 1.20416 -2.54445 -0.050 -0.001 -0.029
C -0.52795 3.54696 -0.41451 0.043 0.227 0.168
H -2.46026 -2.51629 3.82056 0.062 0.066 -0.116
O -1.62468 0.19088 2.71887 0.451 -1.081 0.193
O 2.67206 0.78918 2.18319 -0.269 -1.313 -0.050
O 0.28315 2.83474 1.72393 0.249 0.232 1.276
C -0.17577 -3.11834 2.64217 0.347 -0.078 0.041
C 0.23769 3.81460 0.88115 -0.236 0.614 -1.427
H 4.48521 0.78362 -1.66312 0.087 0.067 -0.014
C 0.93315 -0.48092 -2.52098 0.103 0.050 0.109
C -0.82669 2.28769 -0.93975 -0.050 -0.170 0.174
H -1.02847 -3.77434 2.73733 -0.068 -0.060 0.001
C -1.46094 -0.48965 -0.37697 0.095 0.000 0.002
H -0.67516 5.64867 -0.70067 -0.001 0.029 0.027
C -1.55319 2.18097 -2.12824 0.082 0.159 0.102
C -1.99772 3.32043 -2.77504 0.020 -0.116 -0.076
H 4.12299 -0.67801 -3.61671 0.103 -0.012 -0.116
H -1.99286 5.46436 -2.79249 -0.059 0.032 -0.013
C 2.99784 -0.40602 2.30480 0.445 2.669 -0.460
C 1.14694 0.29548 -1.38720 -0.075 -0.046 0.324
O -2.63944 -1.62179 3.49783 0.201 0.197 -0.132
C -2.07129 -2.80032 -0.59987 -0.097 -0.145 0.082
```
Positions in Å, forces in eV/Å.

As for the HOMO-LUMO gap (alpha / beta): 7.17 / 6.51 eV. The maximum force comes out at 2.75 eV/A. For the LUMO energy (alpha / beta), the calculation gives -0.1675 / -0.1645 Eh. Its spin multiplicity is 2. Its net charge is +1. For the calculated total energy, the calculation gives -81649.6753 eV. Its HOMO energy (alpha / beta) is -11.732 / -10.987 eV.


No. 3
C26H20AuN2O5P | ωB97M-V/def2-TZVPD

```
55
Properties=species:S:1:pos:R:3:forces:R:3
N 1.09667 2.78205 1.15129 0.046 -0.071 0.031
C 2.05756 -4.69925 -1.16477 0.009 -0.015 0.009
C 0.66104 3.80681 0.42079 0.039 -0.066 -0.069
H 0.60304 0.14839 -3.24244 0.002 -0.007 -0.003
H -3.19250 -1.00189 -1.54591 0.001 0.001 0.000
C 0.90561 5.12065 0.77945 -0.030 -0.003 -0.011
H 3.78373 0.96218 0.78323 0.038 -0.042 0.008
C -1.09449 0.29888 -4.53459 -0.005 0.005 0.007
C -1.22634 -0.46411 -2.26330 -0.011 -0.019 -0.079
H 1.82571 6.36789 2.26433 0.004 0.001 -0.006
C -3.24861 -0.27711 2.01481 0.007 -0.021 0.002
H 3.38776 -3.89239 0.30653 0.001 0.001 -0.001
C -0.46728 0.00447 -3.34083 0.008 0.011 0.015
O -0.77790 4.25707 -1.41000 0.063 -0.046 -0.031
C 1.73702 1.80215 3.25532 0.136 -0.040 -0.045
H 0.52454 5.91174 0.14818 0.011 0.013 0.009
C 0.94805 -4.46460 -1.95437 -0.010 -0.016 -0.014
H -2.27631 -3.36440 3.03647 0.003 0.000 -0.001
H -0.62177 -3.09204 -2.46108 -0.001 -0.001 -0.006
H 2.40527 4.43386 3.73667 0.003 0.000 0.005
C -2.40562 -0.11914 0.93090 -0.023 0.015 -0.002
C 1.95018 4.28146 2.76903 -0.029 0.048 -0.039
H -3.85639 -1.56301 3.61864 -0.001 0.001 0.000
O 3.30303 0.41264 1.42366 -0.092 0.142 -0.002
O 2.54887 2.00794 4.28110 -0.053 -0.018 -0.024
C -2.30317 -2.45766 2.44809 -0.010 0.002 -0.001
C 0.67698 -2.27982 -0.96281 0.053 -0.023 0.058
C -1.45202 -2.31394 1.36494 0.006 -0.031 -0.023
H -0.51875 0.66834 -5.37167 0.000 -0.001 -0.002
C -2.60723 -0.63520 -2.37873 0.025 -0.006 0.011
O 1.08367 0.80847 3.06510 -0.020 0.025 0.007
C -3.22342 -0.33734 -3.58349 0.003 0.007 -0.019
H 0.60401 -5.21847 -2.64947 -0.001 0.003 -0.003
P -0.39857 -0.86821 -0.75788 0.012 0.003 -0.070
O -0.53968 2.12766 -0.81108 -0.031 -0.223 -0.008
C -0.25917 3.43490 -0.72065 -0.089 0.161 0.058
C 2.52706 -1.51241 0.62541 0.063 0.046 -0.106
H -4.29163 -0.46844 -3.68652 -0.001 0.001 0.001
H -2.44793 0.78640 0.33480 0.015 -0.008 0.015
C -2.47116 0.12956 -4.65207 -0.014 -0.004 -0.002
C -3.19427 -1.44311 2.77159 -0.002 0.000 0.001
H 2.59145 -5.63674 -1.23610 0.000 0.000 0.002
H -3.94967 0.50531 2.27074 -0.002 0.000 -0.002
H 3.40784 -1.85307 1.16257 0.013 -0.016 -0.022
H -0.76760 -3.11212 1.10721 0.007 0.006 0.008
N 2.32421 -0.24997 0.68208 -0.059 -0.130 0.062
C 1.83130 -2.49791 -0.18122 -0.026 -0.044 -0.010
H -2.96053 0.36704 -5.58714 0.002 0.000 0.000
Au 0.74850 0.92003 0.10076 0.039 0.323 0.174
C 0.25745 -3.25860 -1.85159 -0.021 0.009 0.037
C 2.49940 -3.71789 -0.28723 -0.038 0.003 -0.004
H 2.50879 1.24370 4.87924 0.007 0.012 0.010
C 1.65900 2.99853 2.34693 -0.010 0.016 0.038
C -1.50881 -1.14599 0.60335 -0.041 0.046 0.003
C 1.60306 5.35671 1.95172 0.000 -0.050 0.031
```
Positions in Å, forces in eV/Å.

As for the HOMO-LUMO gap: 7.55 eV. The maximum force comes out at 0.37 eV/A. For the LUMO energy, the calculation gives -0.2753 Eh. Its net charge is +2. For the calculated total energy, the calculation gives -53469.9595 eV. Its HOMO energy is -15.040 eV.


No. 4
C26H20Br2N4O2Os | ωB97M-V/def2-TZVPD

```
55
Properties=species:S:1:pos:R:3:forces:R:3
H 5.71413 -0.28916 1.29475 0.004 0.002 -0.005
C -1.96588 -0.83112 -2.46110 0.150 0.104 -0.014
C 1.47727 0.36463 -3.11106 0.004 -0.009 -0.048
N 2.41941 -0.01387 -0.86684 0.075 -0.099 -0.204
C 3.86168 -1.71671 3.74598 0.031 0.021 -0.008
C -3.19613 -0.74146 -3.12049 -0.171 -0.077 0.042
C -1.47644 -1.36832 1.74507 0.058 0.179 -0.003
Os 0.52063 -0.32041 -0.28744 0.169 -0.066 0.712
C -1.56564 3.31625 0.71407 0.020 0.024 -0.044
H -4.93119 -2.97823 -1.29473 0.015 -0.018 0.018
H -3.10834 1.97564 2.57868 0.004 0.016 -0.010
C -4.27099 -1.49016 -2.68541 0.079 0.084 -0.074
N 0.27568 0.00543 -2.32115 0.011 0.249 -0.296
H 3.53137 -0.03588 -2.64678 0.013 0.027 0.013
C -1.12372 2.01066 0.60368 0.019 0.077 -0.079
H 0.48236 4.66876 -1.60337 0.012 -0.010 -0.009
H -2.73764 -3.19945 -0.16848 -0.018 -0.011 -0.015
C 3.58821 -0.68608 1.18835 -0.034 -0.027 0.008
C 4.99099 -1.18749 3.08666 -0.029 -0.022 0.013
C -4.09845 -2.36770 -1.61826 0.087 -0.032 0.075
C 0.00697 3.93825 -0.96526 -0.002 -0.008 -0.001
C 2.69976 0.52144 -2.21715 0.074 -0.015 -0.038
C -2.87663 -2.48721 -0.97052 -0.125 -0.060 -0.008
Br -4.37957 -0.01891 4.32427 -0.027 -0.004 0.020
C -2.44889 -1.33251 2.71920 -0.010 -0.020 0.018
H 3.97903 -2.11619 4.74489 -0.011 -0.004 0.004
C 2.46169 -1.22064 1.86691 0.223 -0.053 -0.352
C 0.39345 2.62274 -1.02255 0.131 -0.173 0.008
C -0.99780 4.30015 -0.07689 -0.046 0.049 0.044
C 3.49602 -0.19264 -0.11994 -0.083 0.031 0.015
O 1.28334 -1.27808 1.28600 -0.465 0.345 0.252
N -1.09885 -0.26535 1.08021 -0.208 -0.262 -0.001
H -5.22740 -1.42171 -3.18318 0.005 0.018 -0.008
H 1.17578 2.33387 -1.70189 -0.009 -0.004 0.024
C -1.66982 0.90959 1.38171 -0.034 -0.190 0.100
H 1.76079 -2.16327 3.65521 0.009 -0.003 0.015
H 1.65267 -0.43263 -3.83204 -0.012 -0.013 0.024
C -3.05460 -0.11963 3.01997 0.009 0.014 -0.001
H -3.29521 -0.08646 -3.97754 0.005 0.005 -0.001
H -2.73129 -2.24076 3.23156 -0.004 0.003 0.010
C -1.80033 -1.71114 -1.37956 0.224 -0.071 0.154
H 5.95157 -1.18924 3.58096 0.002 0.004 -0.001
N -0.13937 1.64779 -0.25506 0.101 0.322 -0.057
Br -1.57206 6.06497 0.04789 0.014 -0.034 -0.006
C -0.79807 -0.18861 -2.99271 -0.212 -0.120 -0.032
H -2.35199 3.57189 1.40746 -0.011 -0.034 0.014
C 2.62198 -1.74346 3.15452 0.005 -0.036 -0.007
H -0.79569 0.07702 -4.05045 -0.014 -0.028 0.008
C -2.65632 1.02426 2.34441 0.045 -0.013 -0.033
H -0.97773 -2.28423 1.47318 0.014 -0.009 -0.010
H 1.28333 1.27713 -3.67701 0.003 -0.005 -0.005
H 3.02599 1.56090 -2.13833 -0.051 0.001 0.046
O -0.60345 -1.87946 -0.76847 0.003 -0.031 -0.319
H 4.43642 0.09598 -0.58674 0.016 0.013 0.036
C 4.85895 -0.68920 1.82479 -0.061 -0.028 0.016
```
Positions in Å, forces in eV/Å.

The energy relative to the best compared isomer or geometry (same formula, charge and spin) comes out at 116.6 kJ/mol. As for the HOMO-LUMO gap: 6.68 eV. The maximum force comes out at 0.73 eV/A. For the LUMO energy, the calculation gives -0.2671 Eh. Its net charge is +2. For the calculated total energy, the calculation gives -179880.6812 eV. Its HOMO energy is -13.950 eV.


Question: Look up the calculated total energy of the fourth one.
Answer: -179880.6812 eV


Question: Look up the maximum force of the first one.
Answer: 0.46 eV/A